# 1
Density functional theory data (the ωB97M-V functional and the def2-TZVPD basis) for C29H42BrClN2O3OsS2Si as an isolated structure.

Computed properties:
- HOMO-LUMO gap (spin up / spin down) (eV) = 5.34 / 5.40
- HOMO (spin up / spin down) (eV) = -6.85 / -6.88
- relative energy (zero: lowest compared OMol25 entry of this formula, charge and spin) (kJ/mol) = 1926.3
- lowest unoccupied orbital energy (spin up / spin down) (eV) = -1.51 / -1.48

Structure (ORCA input):
```
! wB97M-V def2-TZVPD RIJCOSX def2/J DEFGRID3
* xyz 0 1
Os 2.64 -2.20 -0.13
S 4.92 -2.03 -0.23
C 5.16 -0.30 -0.41
C 6.46 0.22 -0.31
C 6.69 1.57 -0.44
C 5.62 2.44 -0.66
C 4.34 1.95 -0.76
C 4.10 0.58 -0.64
S 2.44 -0.02 -0.81
H 7.28 -0.47 -0.14
H 7.70 1.96 -0.36
H 5.80 3.51 -0.75
H 3.50 2.61 -0.94
C -3.36 3.43 -2.21
C -2.66 2.08 -1.99
C -3.60 0.96 -2.46
C -1.42 2.04 -2.90
Si -2.23 1.82 -0.14
Br -0.90 -0.03 -0.13
C -1.13 3.20 0.62
C -1.99 4.37 1.10
C -0.14 3.74 -0.42
C -0.28 2.68 1.80
C -3.73 1.32 0.95
C -4.90 2.31 0.79
C -3.32 1.31 2.44
C -4.26 -0.09 0.65
H -3.62 3.53 -3.27
H -2.71 4.28 -1.96
H -4.28 3.54 -1.63
H -3.74 1.05 -3.54
H -4.58 1.03 -2.00
H -3.19 -0.03 -2.26
H -1.76 2.01 -3.94
H -0.81 1.15 -2.73
H -0.78 2.91 -2.79
H -2.61 4.78 0.30
H -1.34 5.18 1.45
H -2.65 4.11 1.93
H -0.64 4.26 -1.23
H 0.48 2.94 -0.84
H 0.53 4.45 0.07
H -0.87 2.28 2.62
H 0.31 3.52 2.19
H 0.42 1.92 1.46
H -4.62 3.34 1.00
H -5.70 2.03 1.47
H -5.31 2.28 -0.22
H -3.03 2.29 2.81
H -2.50 0.62 2.62
H -4.17 0.98 3.04
H -4.75 -0.16 -0.32
H -5.00 -0.36 1.41
H -3.47 -0.84 0.67
O 2.80 -6.36 -2.89
C 1.86 -5.67 -2.19
C 0.57 -5.93 -2.46
C -0.67 -5.35 -1.90
C -1.18 -4.47 -1.01
C 1.49 -3.52 -1.04
C 2.36 -4.65 -1.19
C 2.64 -5.59 -0.16
O 3.24 -6.40 0.37
O 1.14 -4.75 1.80
H 3.67 -6.17 -2.52
H 0.42 -6.70 -3.20
H -1.52 -5.87 -2.35
H -0.27 -2.45 -1.42
H 0.98 -2.20 0.44
Cl -0.15 -3.28 -0.30
C 0.08 -4.30 1.51
H -0.85 -4.27 2.12
H -1.41 -2.90 0.28
N 2.17 -0.50 2.25
C 2.23 -0.40 3.59
C 2.69 -1.60 4.07
C 2.88 -2.40 2.94
N 2.54 -1.73 1.85
H 1.90 0.16 1.53
H 1.96 0.52 4.08
H 2.87 -1.87 5.10
H 3.23 -3.42 2.86
*
```



# 2
Density functional theory data (the ωB97M-V functional and the def2-TZVPD basis) for C29H42BrN5O as an isolated structure.

Computed properties:
- HOMO-LUMO gap (eV) = 2.84
- HOMO (eV) = -12.98
- lowest unoccupied orbital energy (eV) = -10.14

Structure (ORCA input):
```
! wB97M-V def2-TZVPD RIJCOSX def2/J DEFGRID3
* xyz 4 1
C 20.58 6.63 11.86
N 19.92 7.19 13.07
C 20.50 6.51 14.33
C 20.26 8.61 13.21
C 18.44 6.96 12.92
C 17.71 7.75 11.82
O 17.27 8.96 12.41
H 20.47 5.57 11.78
H 21.64 6.81 11.83
H 20.16 7.13 10.95
H 19.99 6.78 15.32
H 21.58 6.69 14.35
H 20.48 5.44 14.15
H 21.36 8.67 13.22
H 19.79 8.84 14.14
H 19.81 9.16 12.41
H 18.03 7.26 13.88
H 18.40 5.91 12.76
H 16.85 7.08 11.57
H 18.25 7.87 10.86
H 16.78 9.50 11.79
C 13.99 13.62 18.36
N 12.85 14.57 18.45
C 12.84 15.66 19.27
C 11.82 16.53 19.46
C 10.63 16.23 18.90
C 10.57 15.12 17.98
C 11.80 14.39 17.66
C 9.46 17.05 19.06
C 8.18 16.50 19.33
C 7.09 17.32 19.26
N 7.28 18.62 19.03
C 8.48 19.18 18.88
C 9.57 18.44 18.89
C 6.28 19.67 19.25
H 13.61 12.60 18.35
H 14.67 13.63 19.23
H 14.62 13.86 17.49
H 13.79 15.75 19.85
H 12.07 17.42 20.04
H 9.63 14.55 17.82
H 11.76 13.62 16.94
H 7.99 15.43 19.43
H 6.09 16.98 19.55
H 8.54 20.23 18.76
H 10.54 18.93 18.68
H 6.64 20.30 20.08
H 5.27 19.22 19.49
H 6.16 20.28 18.37
C 11.22 20.06 4.94
N 10.85 18.63 4.96
C 9.54 18.33 4.98
C 9.14 17.06 4.72
C 10.10 16.05 4.68
C 11.42 16.39 4.80
C 11.78 17.69 4.89
C 9.64 14.64 4.69
C 8.46 14.32 5.33
C 8.07 13.04 5.38
N 8.86 12.05 4.94
C 9.98 12.31 4.25
C 10.40 13.61 4.12
C 8.33 10.71 5.06
H 11.21 20.37 5.94
H 10.54 20.59 4.30
H 12.20 20.15 4.52
H 8.86 19.17 5.12
H 8.11 16.82 4.75
H 12.20 15.67 4.90
H 12.78 18.08 5.05
H 7.78 15.08 5.68
H 7.11 12.65 5.83
H 10.45 11.43 3.82
H 11.26 13.76 3.48
H 7.22 10.63 4.99
H 8.60 10.39 6.05
H 8.67 10.02 4.28
Br 10.45 15.97 16.06
*
```



# 3
Density functional theory data (the ωB97M-V functional and the def2-TZVPD basis) for C29H42IN7O5P2Ti as an isolated structure.

Computed properties:
- expectation value of S² = 2.0088
- HOMO-LUMO gap (spin up / spin down) (eV) = 6.02 / 7.22
- HOMO (spin up / spin down) (eV) = -5.84 / -7.67
- relative energy (zero: lowest compared OMol25 entry of this formula, charge and spin) (kJ/mol) = 203.0
- lowest unoccupied orbital energy (spin up / spin down) (eV) = 0.18 / -0.45

Structure (ORCA input):
```
! wB97M-V def2-TZVPD RIJCOSX def2/J DEFGRID3
* xyz 0 3
Ti 0.07 -0.29 1.08
O 0.41 1.44 1.36
C 1.20 2.02 2.23
C 1.86 3.21 1.93
C 2.75 3.77 2.83
C 2.99 3.16 4.06
C 2.30 2.02 4.40
C 1.39 1.43 3.51
C 0.62 0.29 3.90
N -0.24 -0.31 3.12
C -1.10 -1.29 3.81
C -2.19 -1.75 2.84
N -1.46 -2.13 1.67
C -1.45 -3.31 1.21
C -0.44 -3.67 0.22
C -0.60 -4.76 -0.63
C 0.39 -5.13 -1.51
C 1.59 -4.41 -1.51
C 1.78 -3.35 -0.66
C 0.77 -2.92 0.23
O 0.99 -1.94 1.06
H 1.67 3.66 0.96
H 3.26 4.69 2.57
H 3.70 3.59 4.75
H 2.47 1.55 5.36
H 0.71 -0.05 4.93
H -1.54 -0.84 4.70
H -0.51 -2.16 4.11
H -2.85 -0.92 2.60
H -2.77 -2.57 3.28
H -2.13 -4.08 1.57
H -1.54 -5.32 -0.59
H 0.25 -5.97 -2.18
H 2.38 -4.70 -2.19
H 2.72 -2.81 -0.65
C 1.43 2.44 -3.58
N 1.43 1.21 -2.82
C 2.51 0.29 -3.10
P 0.14 0.81 -1.82
O 0.62 -0.27 -0.87
O -0.49 2.06 -1.32
P -2.57 0.85 -0.53
O -1.72 0.13 0.50
N -3.93 -0.22 -0.69
C -5.19 0.24 -1.25
C -3.55 -1.54 -1.20
N -3.27 2.20 0.24
C -2.55 2.80 1.35
C -3.86 3.20 -0.64
N -1.04 0.00 -2.78
C -0.64 -1.31 -3.28
C -1.66 0.81 -3.81
H 2.39 2.97 -3.45
H 0.63 3.08 -3.22
H 1.30 2.26 -4.66
H 3.48 0.78 -2.96
H 2.48 -0.08 -4.13
H 2.45 -0.56 -2.42
H -5.58 1.06 -0.65
H -5.90 -0.59 -1.21
H -5.11 0.56 -2.30
H -2.51 -1.74 -0.97
H -3.69 -1.62 -2.29
H -4.16 -2.31 -0.72
H -2.00 2.04 1.89
H -3.26 3.28 2.03
H -1.83 3.56 1.01
H -4.18 2.75 -1.58
H -3.15 4.01 -0.87
H -4.74 3.65 -0.15
H -0.22 -1.91 -2.46
H 0.12 -1.23 -4.07
H -1.51 -1.83 -3.68
H -1.83 1.82 -3.43
H -2.62 0.37 -4.10
H -1.04 0.88 -4.71
I 6.00 -2.18 2.80
C 4.84 -0.87 1.65
C 5.42 -0.12 0.64
C 4.60 0.73 -0.08
C 3.25 0.79 0.24
N 2.70 0.06 1.21
C 3.49 -0.75 1.91
H 6.48 -0.18 0.43
H 5.00 1.35 -0.87
H 2.57 1.44 -0.29
H 3.01 -1.33 2.69
*
```



For reference, strongest force on any atom by record: 4.28; 4.42; 3.58 eV/Å.
For reference, M by record: 864.47; 556.59; 805.42 Da.